No. 1
Entry from the Open Molecules 2025 dataset: 9 unconnected molecules or ions with the total composition C29H60ClN4O33S8Si (ωB97M-V/def2-TZVPD).

The value obtained for the LUMO energy is -5.154 eV. The charge is +1. Its HOMO energy is -11.81 eV. The frontier orbital gap is 6.65 eV.

Structure (XYZ):
```
136
C29H60ClN4O33S8Si, DFT ωB97M-V/def2-TZVPD
H -5.7222 4.0110 2.6322
S -8.2844 10.6045 5.9436
H 5.4790 -1.9250 -6.5472
Cl -1.8166 3.1841 6.9259
H -0.2250 0.4715 -7.2383
O 5.6016 0.0579 1.9740
H -2.0004 6.6009 4.4312
Si -5.6299 4.9896 4.9675
H -7.5637 6.3353 4.0064
O -0.3628 -1.4968 -5.2951
O -0.2306 -5.2684 -4.6152
H -7.1803 6.9870 5.7382
H -3.9843 3.7381 3.3358
H -2.8467 -13.5520 -0.3529
H -0.1046 3.9578 4.2377
C -0.9081 0.5149 -6.3834
O 3.8056 -0.8144 -9.3430
H -3.1558 -11.9113 0.2805
H 4.4016 -2.4349 1.8513
O 3.7173 -6.0950 -1.5402
C -4.8466 4.5337 3.2518
H 5.4163 -2.8622 0.4457
O 1.8851 -0.4575 -5.0009
H -0.8768 -11.1936 -0.2313
H -0.3312 8.5290 5.1461
O 0.0545 -7.1808 -6.2631
H 5.9878 -0.5180 0.0441
S 6.5809 -0.8203 2.9372
H -0.1341 1.5644 5.0822
O -0.5989 -12.6232 -1.6715
H 3.0821 -1.9888 -6.0765
O -1.9589 -13.4887 -3.5790
O 4.9728 -3.9393 -6.6148
C 2.5474 -4.5616 -2.8750
H 6.0021 2.7002 4.3927
O 5.2372 -4.2057 -0.9421
O 5.7914 -0.2335 -10.8172
C 4.8734 -2.6164 -7.1393
O 3.0373 -5.1709 -5.6366
H -2.2952 -0.8133 -5.3620
C -6.6603 6.6016 4.7381
O 0.1619 -0.3513 -3.1372
C -1.4227 -0.8755 -6.0203
H 5.2410 -2.6303 -8.1704
H 2.0940 6.7226 4.4063
H 3.8668 4.2488 7.1981
C 0.5274 3.7498 5.2257
O -2.9884 -12.0891 -1.7831
H -2.2527 4.7385 4.5891
C 5.2474 -0.7125 0.8267
O -8.5130 9.4103 5.1640
C -3.4726 6.1213 6.1044
H -3.1124 6.4270 7.1979
O -7.1530 10.2757 7.0715
S 0.5194 -0.3547 -4.5367
C -7.6559 10.6452 8.3535
H 2.2558 -2.3119 -11.7255
C 2.5982 -6.0177 -2.4201
H 1.5553 -4.2759 -3.2347
N 2.9660 4.3131 4.3074
H 4.2553 -0.4267 0.4670
H 2.1095 -0.3037 -13.1098
H 1.6181 1.8968 4.4729
H -3.1898 -8.1456 -3.6391
O 6.4173 -2.2458 2.1615
H -7.1818 10.0525 9.1393
C 3.3880 -2.2687 -7.0901
H 4.5713 1.5758 3.8961
C -2.6077 -12.4898 -0.4680
H -4.0000 7.0980 5.6727
H 0.2729 4.4070 7.4168
O 0.0639 -7.6146 -3.8073
C 0.8581 2.1558 5.3563
C -9.1619 10.4091 8.2751
H -0.6276 -12.8465 0.3963
C 5.2982 -2.1686 1.2816
H 1.2886 1.8757 6.4111
O -7.9707 11.8852 5.3498
H 1.7016 -6.2841 -1.8504
H 3.6444 2.3892 6.8728
H -7.4310 11.7053 8.5117
C -2.1437 5.7252 5.2299
H -1.2905 -7.4186 -2.2800
S -0.4374 -6.6409 -5.0150
O -2.0303 -6.9750 -4.9086
N 1.2880 6.0424 4.5010
H -2.1203 -9.0167 -4.7728
C -0.4380 4.3326 6.4613
S 4.4350 -0.6973 -10.6396
H -4.5251 5.5076 2.6524
O 3.8002 -5.6468 -8.0126
C 3.1015 -0.5895 -12.7501
O 2.9016 -3.7913 -1.7277
O -0.1629 0.9456 -5.2467
N -0.8858 5.7244 6.0736
H -7.0151 3.5302 6.5656
H 2.7163 -6.7113 -3.2560
O 5.9515 -0.9374 4.2338
O 4.2714 -2.1228 -11.4153
H 3.2878 -4.3671 -3.6576
H 3.1250 -1.4660 -7.7831
H -9.4008 9.3470 8.3901
H -6.3717 2.4976 5.0348
S 3.5853 -4.7447 -6.9051
O -9.5426 10.8098 6.9599
C 0.2263 6.5439 5.4545
H 4.9663 3.1747 2.8137
C 3.1523 -2.0456 -12.2952
O 7.9372 -0.3565 2.7595
H -9.7100 10.9877 9.0235
C -1.1018 -12.2537 -0.3896
H -1.7181 1.2150 -6.6014
H 3.8420 -0.3950 -13.5327
O -4.4554 5.0398 6.2738
C 1.8225 4.7496 5.1632
O -1.4165 -11.0137 -3.3932
C 4.9207 2.7047 3.8874
O 3.4557 0.1809 -11.6028
H 0.8365 8.3271 6.5187
N 0.2562 7.8993 5.7589
H -1.6766 -1.4657 -6.9049
H 3.2704 -2.7392 -13.1311
H -7.8641 3.6392 4.7886
C 4.2272 3.3636 6.5071
C -2.2059 -8.1459 -4.1142
C -1.0685 -8.1128 -3.0969
H 2.0699 5.0708 6.2596
C -6.8607 3.5219 5.4023
S 3.8809 -4.6695 -0.7645
H -0.8547 -9.1024 -2.6843
S -1.7303 -12.2944 -2.7994
O 3.2515 -4.7865 0.5321
O 2.7108 -3.4746 -7.4364
H 5.3706 3.1571 6.7470
C 3.9048 3.5481 4.9180
H -6.0735 7.4956 4.2370
```

No. 2
Entry from the Open Molecules 2025 dataset: 5 unconnected molecules or ions with the total composition C29H61BrN2O12 (ωB97M-V/def2-TZVPD).

The value obtained for the LUMO energy is 0.240 eV. Its HOMO energy is -9.18 eV. The frontier orbital gap is 9.42 eV.

Structure (XYZ):
```
105
C29H61BrN2O12, DFT ωB97M-V/def2-TZVPD
C -0.7079 -5.2778 -9.3369
H -5.2886 2.5365 9.3957
H 2.7031 -6.0931 3.3042
H -2.8352 5.2760 3.4552
C 2.4521 -5.6608 -7.5905
C -0.8797 3.9105 3.8203
H -5.0814 1.5305 6.9025
H -1.7971 7.2333 2.3115
H -1.1807 -0.4551 0.0487
C -1.3922 4.3468 -1.3579
H 1.1727 -3.3614 -5.6428
H 0.2747 5.3153 -3.1168
O -2.9280 7.4236 0.5899
H 1.8798 -6.4939 -9.4648
H -6.1025 2.9759 6.7373
H 3.4837 -5.6793 -7.9504
H -1.1353 4.6972 -4.0070
H 4.1563 -3.6901 2.3780
H 2.1450 -8.3137 -4.0323
O 1.4798 -6.5433 -4.7444
H 3.2750 -6.9606 -3.7895
H -4.9758 2.1648 4.6585
C 2.2202 -7.2575 -3.7820
O 1.2355 -0.7439 -2.2618
C -3.9277 5.2007 5.2888
C -0.6355 6.6703 0.6054
C -5.0663 2.6146 6.7180
H 3.8645 -4.6401 -1.0198
H -0.2063 4.7278 3.5426
H 2.2794 -6.5494 -6.9784
O -0.7996 5.2827 0.8408
H 1.6756 -4.7322 -9.3512
H 2.6449 -3.7825 3.2885
H -4.4936 6.1156 5.0945
H -0.2159 1.6511 1.6145
C 0.7178 1.4284 1.0831
H -4.9315 7.4821 0.8281
C 0.2230 -1.1870 -1.3773
H 0.8438 2.1525 0.2702
C -2.6257 5.3101 4.5322
O -4.7539 4.1458 4.8294
H 2.9841 -2.6154 -2.7501
C -5.0202 3.4800 8.9054
H -0.3530 3.9930 -1.3975
H -0.5724 6.8902 -0.4629
H 2.6339 -0.3241 -0.7764
H 4.2922 -2.0147 -1.7102
H -2.1734 6.2876 4.7580
O 2.7182 -2.9208 -0.7197
H 0.3202 6.9250 1.0698
O -1.7340 4.2703 4.8844
H -1.3393 8.5736 1.2402
H -0.2891 3.0577 4.1521
O 0.7315 0.1069 0.5962
C 1.5884 -5.1420 -4.5921
H 0.5269 -2.0868 -0.8370
H 4.1994 -3.7757 4.1365
C -1.6893 7.5314 1.2608
N 4.5918 -6.4893 0.8467
H 4.1355 -5.9303 5.2617
H 2.6016 -4.8746 -4.2639
H 3.1277 -0.1321 -2.4716
H 0.3485 -4.7863 -6.3105
H -4.3782 4.0517 9.5725
H -2.0362 3.5469 -1.7524
C 1.2863 -4.4208 -5.8841
H 2.3194 -4.5745 -1.9064
C 4.5607 -6.2674 4.3151
N 7.0394 -5.4686 4.1703
C -4.0379 7.6572 1.4239
C 3.2021 -2.1306 -1.7897
H -1.4550 3.6275 2.9329
C -1.7755 4.5932 0.0825
H 1.5465 1.5334 1.7810
H -5.9394 4.0472 8.7194
H -0.6681 -5.7548 -10.3234
H -0.5156 -4.2061 -9.4614
H -4.0582 8.6883 1.7966
O 0.2027 -5.8603 -8.4356
O -1.5432 5.5146 -2.1368
H -3.7420 5.1268 6.3631
H 0.8769 -4.7942 -3.8278
C 2.8233 -4.3048 -0.9717
H 2.3313 -4.8229 -0.1498
H -1.8510 3.6116 0.5584
C 1.5557 -5.6761 -8.8055
C 3.6753 -4.1389 3.2484
C 3.7110 -5.6876 3.1743
C -4.4829 2.8558 5.3461
C -0.2376 -0.1238 -0.4091
H -0.4371 0.8015 -0.9643
H -1.7051 -5.4142 -8.9226
H -4.0449 6.9761 2.2831
H -3.4107 2.6436 5.3494
Br 4.4958 -8.2028 4.3737
C 5.9573 -5.8335 4.2512
H -2.7510 5.0821 0.1450
H -0.6296 -1.4333 -2.0153
H -0.9088 6.4487 -3.8109
H 1.8263 -7.1059 -2.7695
C 4.1925 -6.1477 1.8634
O 2.3421 -4.4745 -6.8255
C 2.5671 -0.7605 -1.7764
O -4.3023 3.2647 7.7141
C -0.7885 5.4826 -3.3250
```

No. 3
Entry from the Open Molecules 2025 dataset: a molecular structure, C29H61N2O26S2 (ωB97M-V/def2-TZVPD).

The value obtained for the LUMO energy is 1.791 eV. The charge is -1. Its HOMO energy is -5.15 eV. The frontier orbital gap is 6.94 eV. Its energy above the lowest of the compared OMol25 structures with the same formula, charge and spin is 69.3 kJ/mol.

Structure (XYZ):
```
120
C29H61N2O26S2, DFT ωB97M-V/def2-TZVPD
O -0.6087 -1.7443 4.9426
H -2.7415 -8.3939 1.2418
H 0.8280 7.3679 3.8269
H 1.2569 3.0574 -3.3629
C -3.8339 0.0020 -0.5486
H 0.2719 1.5236 2.5599
H -1.9101 4.4480 2.4446
H 8.8941 -8.6772 -0.4020
C 0.0519 -9.0122 -3.4318
H 3.7082 -0.5183 1.1016
H 2.6518 -1.4142 -0.0026
O 2.1082 10.8761 7.2219
H 4.5164 7.9131 7.6364
C -5.1593 4.2005 -2.0286
C 8.1742 -7.8646 -0.3692
C -0.5298 1.3993 3.2736
C 0.9491 2.1871 -2.7897
H -0.3326 -9.1923 -4.4318
H 4.1913 7.9547 9.3805
H -2.8021 0.1142 -0.8740
H 6.8980 -3.9555 2.1883
O 2.5055 8.8909 6.2183
C -3.0961 -2.3287 -5.4306
C 2.5917 9.6334 7.1598
H 8.4615 -3.1402 2.3837
H -6.5324 3.5982 -9.6684
S 1.0401 -3.5771 2.9232
H 1.0987 12.3158 6.2184
H -4.1710 4.4799 -2.3895
H 0.9521 4.2250 2.3079
C 7.8496 -3.7327 1.7106
C -5.7989 3.5879 -7.1462
O -3.5781 2.6331 -0.5855
C 2.7774 -0.4818 0.5449
H 1.9504 -0.3481 1.2391
H -5.2628 -1.5602 -7.6754
C -1.7284 -3.4664 -3.9384
O -2.6651 -1.2636 -5.0723
H -2.4540 2.0366 2.4982
O 8.5812 -4.9373 1.4530
H 7.6844 -3.1796 0.7886
C 1.0351 6.3102 3.7739
O 0.8051 0.1453 -1.1349
H -0.8161 -3.0098 -4.3155
H -5.9139 4.5949 -2.7037
H 4.0753 -6.0953 2.0704
C -4.4479 2.1314 -1.2443
H 2.1189 11.2953 5.1849
H 7.2317 -8.2320 0.0315
C 1.4379 11.3008 6.0334
H 0.0543 2.4287 -2.2186
C 1.6009 -4.1139 1.3073
C -4.5119 -1.2949 -6.9373
H -1.2420 -0.1622 2.0378
C -1.6247 2.4493 3.0604
O 2.8786 0.6239 -0.3710
C 3.7467 8.0440 8.3940
H -0.9777 3.5298 1.3140
O 6.8876 -5.6096 0.1210
H -4.9666 -0.6714 -6.1703
H -6.2696 5.3490 -9.7915
O -6.6944 2.7831 -7.1555
H -1.2646 -7.4512 0.9807
H 4.0145 -4.8209 3.0674
O -4.0323 -2.5127 -6.3666
C -1.1015 0.0107 3.0965
C 3.0690 -4.5035 1.2911
H -4.8615 1.7211 -5.5520
C 1.8097 0.8072 -1.1343
H 0.5800 10.6641 5.8273
O -0.1121 5.6818 3.2609
C -6.5532 4.5404 -9.1243
N 3.4648 -5.3659 2.4174
H -4.1091 2.9186 -4.4915
O -5.5942 4.5345 -8.0668
H 1.4855 -3.2483 0.6676
H -2.0695 -0.0775 3.5686
O -5.3174 2.7808 -2.0283
O -1.9121 -8.6555 -0.5961
H 3.2386 -5.0666 0.3843
H -0.1398 1.5201 4.2674
C 7.9601 -5.7849 0.6348
H -1.1703 -9.2082 1.2710
H 0.4097 3.7795 3.9069
C -4.9404 2.7336 -5.1629
H -5.8716 2.8568 -4.6175
O -2.7291 -3.5190 -4.9632
O -4.8446 3.6901 -6.2269
H 0.6097 -8.0779 -3.4214
H 0.7447 1.3608 -3.4684
O 8.7316 -6.8655 0.4857
O 0.3337 -8.5869 -0.8444
N 0.0911 -2.3183 2.5541
H -4.1546 -1.0220 -0.7115
H -3.7037 -0.7555 -7.4281
O -1.0830 -8.9329 -2.5709
H 1.3286 5.9078 4.7402
O 1.2580 -0.5458 3.9591
H 1.8833 6.1664 3.1030
O -4.7067 0.8299 -1.3324
S 0.0157 -1.2423 3.7515
H -7.5531 4.7250 -8.7365
H 8.0247 -7.4723 -1.3732
O 2.1587 -3.2527 3.7696
H -2.0912 -2.9157 -3.0738
H -5.3203 4.6051 -1.0317
H 0.9688 -4.8895 0.9085
O 0.2678 -4.6778 3.4369
C -1.1215 3.7100 2.3699
H 2.9738 7.2880 8.2754
C -0.7775 -8.7108 -1.2860
O 2.0343 1.8716 -1.9196
H -1.9866 2.7531 4.0350
O 3.1845 9.3579 8.3214
C 0.1141 4.3096 3.0049
H 3.6669 -3.6015 1.2447
H 0.7006 -9.8360 -3.1396
H -3.9216 0.2447 0.5081
C -1.7468 -8.4105 0.8079
H -1.5273 -4.4941 -3.6527
```

No. 4
Entry from the Open Molecules 2025 dataset: 4 unconnected molecules or ions with the total composition C29H61N5O3 (ωB97M-V/def2-TZVPD).

The value obtained for the LUMO energy (alpha / beta) is -3.246 / -3.248 eV. The charge is +1. Its multiplicity is 4. Its HOMO energy (alpha / beta) is -9.85 / -10.79 eV. The frontier orbital gap (alpha / beta) is 6.61 / 7.55 eV.

Structure (XYZ):
```
98
C29H61N5O3, DFT ωB97M-V/def2-TZVPD
C 7.9823 1.2275 -4.2057
N 6.8825 0.7926 -2.0022
H 8.9808 3.3826 -2.4476
C 2.8917 -2.3569 -0.4154
C -7.8023 0.6508 0.2073
H 1.1954 -3.9064 -1.4799
H -6.7696 0.9522 0.0025
C 2.0565 -0.8258 1.2759
H 7.6004 0.9329 -5.1818
H 10.0420 0.8170 -0.6513
H -9.6687 -1.6738 1.8528
H -5.5119 -2.0241 2.9365
H -7.6102 -0.9715 -1.1896
H -2.2108 2.2942 3.7397
C 7.9255 1.1440 -0.9909
C 6.8829 3.1155 -2.9182
H 1.4386 0.0319 1.5386
H 8.6845 2.0461 -4.3679
C -7.1603 -1.7015 0.7833
N 0.1626 0.1926 4.5256
C 0.2958 -0.9070 -2.6456
H -7.8884 2.6464 3.0125
N -7.4375 0.0030 2.5912
H 1.2684 -3.2157 -3.0985
H 5.5656 1.8877 -4.9584
H 1.8627 0.4728 -3.1674
H -0.3688 -0.0685 -2.4124
H -6.7555 -2.0602 4.1967
H 7.0320 2.9122 -0.1390
H 7.6321 -0.7011 0.1116
H -1.6843 1.7378 5.3339
C 6.8258 1.6206 -3.2445
O -0.3908 -1.0289 0.2884
H 9.7087 1.3182 -2.2883
H 3.0925 -0.5318 1.4351
N 0.4477 -1.8018 -0.3196
H 3.8757 -1.9936 -0.1222
H -2.7302 -0.4581 3.9010
C -6.5580 -2.2523 3.1404
H -3.8636 0.7438 3.8649
H 2.4243 -1.1687 -2.9642
C -7.5063 -1.4539 2.2524
H -2.0925 -1.4130 -1.4784
H -6.6982 -3.3160 2.9601
H 2.9699 -2.6474 -1.4604
H -9.0169 -1.1033 -0.1631
H 8.7803 2.8745 -0.0433
C 2.1006 -0.0980 -1.1068
N -3.0285 0.4041 4.3571
H -8.3150 3.0663 1.3512
H -10.0656 1.8857 2.1468
H -1.8167 -3.1050 -1.0412
H 4.6532 1.6905 -3.4711
C -7.9619 -0.8186 -0.1683
O -6.2084 0.3583 2.7443
H 5.9307 3.4224 -2.4732
C -8.1344 0.9552 1.6710
H 7.9192 4.5496 -1.6966
C 7.9360 2.6440 -0.6955
H -1.8286 -2.6079 -2.7366
C 0.6172 -3.3897 -2.2416
C -0.0235 -2.0776 -1.7097
H 8.5122 0.5509 0.9901
H -9.2252 -1.7768 3.5572
C 5.5354 1.3500 -4.0116
C -7.7192 2.3933 1.9647
H -7.3319 -2.7530 0.5486
H -6.6727 2.5801 1.7283
C -9.6694 0.9009 1.9070
C 8.0083 3.4943 -1.9608
C -1.5306 -2.3105 -1.7323
H 8.5440 0.3690 -3.8472
H 3.1525 0.1872 -1.0404
H 6.9801 3.6777 -3.8487
H 1.8284 -1.6365 1.9704
C 1.8350 -1.2657 -0.1599
H -8.8888 -3.1101 2.4595
H -8.4327 1.2691 -0.4330
H 5.4203 0.2862 -4.2252
O 5.7243 0.7713 -1.4387
C 1.7406 -0.4213 -2.5535
H 0.0662 -1.2020 -3.6710
H 2.6779 -3.2511 0.1725
H -0.1449 -4.1013 -2.5552
C 9.3268 0.7161 -1.4668
H 6.7707 0.6787 0.8020
H -3.2750 0.2407 5.3300
C 7.6875 0.3718 0.3018
H -10.2108 0.5395 1.0326
C -1.8998 1.4405 4.3206
H -9.9374 0.2717 2.7517
H 9.3280 -0.3285 -1.7805
C -0.6671 0.7468 3.7722
H 1.5217 0.7752 -0.7854
C -8.9065 -2.0245 2.5440
H -6.0924 -1.5186 0.6231
H -0.0866 0.2957 5.5099
H -0.5259 0.6985 2.6995
```